# 1
{"formula": "C4H8O", "method": "the ωB97M-V functional and the def2-TZVPD basis", "total_charge": 0, "gap_ev": 8.387, "homo_ev": -8.62, "de_lowest_kj_mol": 339.7, "species": ["C", "C", "C", "C", "O", "H", "H", "H", "H", "H", "H", "H", "H"], "coordinates": [[-0.78242, -1.48497, 0.21263], [0.50195, 0.22845, -0.51864], [1.37746, 1.10729, 0.31224], [-0.90441, 0.34097, -0.32516], [-1.40959, 1.01013, 0.58995], [-0.33469, -1.61642, 1.19402], [-1.87417, -1.45431, 0.34945], [-0.53174, -2.25261, -0.51588], [0.87153, -0.09034, -1.49354], [1.18828, 2.14409, -0.02749], [2.44958, 0.93034, 0.20545], [1.05241, 1.09930, 1.35439], [-1.43504, 0.05140, -1.25523]], "forces_ev_per_angstrom": [[0.38, -0.24, 0.03], [-0.29, 0.05, 0.15], [0.04, -0.30, 0.11], [-0.01, 0.78, -0.51], [-0.44, 0.18, 0.10], [0.31, 0.15, -0.19], [0.56, 0.30, -0.20], [0.26, 0.13, 0.06], [-0.17, -0.52, 0.32], [-0.15, -0.35, 0.00], [-0.18, -0.20, 0.09], [0.10, -0.04, -0.06], [-0.40, 0.07, 0.09]], "lowdin_charge": [0.071, -0.058, -0.064, -0.587, -0.079, 0.062, 0.073, 0.053, 0.122, 0.109, 0.074, 0.089, 0.136]}

---

# 2
{"formula": "C9H14", "method": "the ωB97M-V functional and the def2-TZVPD basis", "total_charge": 0, "gap_ev": 9.986, "homo_ev": -8.95, "de_lowest_kj_mol": 122.4, "smiles": "Cc1ccccc1.CC", "species": ["C", "C", "C", "C", "C", "C", "C", "H", "H", "H", "H", "H", "H", "H", "H", "C", "C", "H", "H", "H", "H", "H", "H"], "coordinates": [[-1.66090, 2.92386, -0.49296], [-1.59696, 1.50657, 0.02454], [-2.47138, 0.95424, 0.95265], [-2.43206, -0.40154, 1.15361], [-1.42928, -1.25283, 0.67138], [-0.48981, -0.63007, -0.18668], [-0.54320, 0.71879, -0.43062], [-2.58879, 3.01761, -1.09334], [-0.89287, 3.16151, -1.21287], [-1.62197, 3.67720, 0.30157], [-3.21687, 1.62445, 1.36936], [-3.12847, -0.84239, 1.86601], [-1.28865, -2.22380, 1.10487], [0.32971, -1.21599, -0.58002], [0.06655, 1.07263, -1.26326], [2.84026, -1.64149, 0.51869], [2.94057, -1.42400, -0.97403], [3.53276, -2.25358, 1.07620], [2.87761, -0.61883, 0.92416], [1.86818, -2.15683, 0.68547], [3.23996, -0.51457, -1.48813], [1.95892, -1.41500, -1.48262], [3.70668, -2.06596, -1.44396]], "forces_ev_per_angstrom": [[-1.15, -0.02, -0.08], [1.39, 0.49, 0.07], [-0.15, 0.91, -1.33], [-0.01, -1.49, 1.66], [0.49, 2.40, -0.57], [-0.18, -1.59, 1.41], [-0.77, -0.20, -1.71], [0.19, 0.26, 0.61], [0.56, -0.19, 0.01], [-0.25, -0.12, -0.15], [-0.17, -0.42, 0.17], [-0.06, 0.14, -0.12], [-0.20, -0.49, -0.39], [-0.15, 0.05, -0.06], [0.22, 0.30, 0.52], [-1.33, 1.21, 0.14], [0.71, -0.69, -2.22], [0.81, -0.09, -0.57], [-0.50, -0.58, 0.70], [0.45, 0.77, 0.31], [0.69, 1.15, 1.41], [0.35, -1.25, 0.24], [-0.95, -0.56, -0.06]], "lowdin_charge": [-0.055, -0.280, -0.060, -0.105, -0.062, -0.090, -0.065, 0.090, 0.063, 0.082, 0.114, 0.101, 0.094, 0.055, 0.112, -0.161, -0.194, 0.056, 0.073, 0.062, 0.057, 0.046, 0.068]}